Entry 1:
{
  "formula": "C4H10OS",
  "method": "ωB97M-V/def2-TZVPD",
  "spin_multiplicity": 1,
  "charge": 0,
  "fmax_ev_per_a": 6.819,
  "species": ["C", "C", "C", "C", "H", "H", "H", "H", "H", "H", "H", "H", "H", "H", "O", "S"],
  "xyz": [[1.35, 1.51, 0.13], [0.73, 0.21, 0.46], [-0.65, -0.21, -0.22], [-1.37, -1.60, 0.26], [0.49, 2.08, 0.79], [2.34, 1.63, 0.49], [1.30, 1.73, -0.85], [0.45, 0.03, 1.59], [2.50, -0.15, -1.01], [-0.48, -0.41, -1.25], [-0.53, -2.34, 0.07], [-1.68, -1.52, 1.38], [-2.32, -1.57, -0.36], [-2.30, 0.87, -1.27], [-1.65, 0.83, -0.09], [1.81, -1.08, -0.12]]
}

=====

Entry 2:
{
  "formula": "C4H10OS",
  "method": "ωB97M-V/def2-TZVPD",
  "spin_multiplicity": 1,
  "charge": 0,
  "fmax_ev_per_a": 1.887,
  "species": ["S", "C", "C", "C", "C", "H", "H", "H", "H", "H", "H", "H", "H", "O", "H", "H"],
  "xyz": [[1.13, -0.59, 1.34], [0.00, 0.00, 0.00], [0.07, -1.90, 1.98], [-1.15, -0.94, 0.07], [-1.30, -1.51, 1.44], [-0.32, 1.03, 0.26], [0.45, 0.03, -1.01], [0.44, -2.92, 1.73], [0.07, -1.81, 3.08], [-2.09, -0.43, -0.24], [-0.94, -1.74, -0.66], [-1.96, -2.40, 1.44], [-1.68, -0.81, 2.20], [-3.82, 0.94, 4.11], [-2.95, 1.10, 3.69], [-4.27, 0.30, 3.50]]
}

=====

Entry 3:
{
  "formula": "C4H10OS",
  "method": "ωB97M-V/def2-TZVPD",
  "spin_multiplicity": 1,
  "charge": 0,
  "fmax_ev_per_a": 1.463,
  "species": ["C", "S", "C", "H", "H", "H", "H", "H", "H", "C", "C", "O", "H", "H", "H", "H"],
  "xyz": [[-1.94, 1.48, -2.03], [-0.89, 2.93, -2.02], [0.41, 2.40, -0.88], [-2.68, 1.51, -1.23], [-1.46, 0.51, -1.94], [-2.46, 1.48, -2.98], [1.15, 1.84, -1.46], [0.94, 3.26, -0.50], [0.04, 1.68, -0.15], [1.39, -1.49, 1.96], [1.00, -2.71, 1.67], [0.20, -3.42, 2.53], [1.92, -0.91, 1.22], [0.95, -1.01, 2.82], [1.29, -3.25, 0.78], [0.12, -4.32, 2.20]]
}

=====

Entry 4:
{
  "formula": "C4H10OS2",
  "method": "ωB97M-V/def2-TZVPD",
  "spin_multiplicity": 1,
  "charge": 0,
  "fmax_ev_per_a": 3.946,
  "species": ["C", "C", "O", "C", "S", "S", "C", "H", "H", "H", "H", "H", "H", "H", "H", "H", "H"],
  "xyz": [[2.52, -0.75, -0.18], [3.52, -1.10, 0.80], [5.11, 1.25, 0.15], [2.68, -0.54, -1.54], [-1.44, 0.24, -0.15], [-3.31, 0.24, 0.82], [-4.50, -0.12, -0.47], [3.71, -0.70, -2.06], [1.51, -0.74, 0.24], [3.11, -1.49, 1.71], [4.62, -1.28, 0.52], [4.55, 0.50, 0.52], [4.67, 2.02, -0.09], [1.83, -0.34, -2.14], [-4.21, -1.01, -1.06], [-4.42, 0.69, -1.29], [-5.51, -0.13, 0.00]]
}

=====

Entry 5:
{
  "formula": "C4H10OS2",
  "method": "ωB97M-V/def2-TZVPD",
  "spin_multiplicity": 1,
  "charge": 0,
  "fmax_ev_per_a": 2.933,
  "species": ["C", "C", "O", "C", "S", "S", "C", "H", "H", "H", "H", "H", "H", "H", "H", "H", "H"],
  "xyz": [[-1.17, 0.22, -1.40], [-2.13, 0.73, -0.34], [-2.88, -0.18, 0.47], [-0.29, -0.98, -0.98], [0.22, -0.92, 0.76], [1.47, 1.02, 0.32], [3.02, -0.01, 0.43], [-0.71, 1.12, -1.80], [-1.78, -0.12, -2.26], [-2.92, 1.31, -0.84], [-1.61, 1.44, 0.31], [-2.45, -1.04, 0.36], [-0.89, -1.88, -1.16], [0.60, -1.01, -1.61], [3.01, -0.52, -0.53], [2.88, -0.54, 1.35], [3.87, 0.65, 0.54]]
}

=====

Entry 6:
{
  "formula": "C4H10P2",
  "method": "ωB97M-V/def2-TZVPD",
  "spin_multiplicity": 1,
  "charge": 0,
  "fmax_ev_per_a": 5.563,
  "species": ["C", "C", "C", "C", "P", "P", "H", "H", "H", "H", "H", "H", "H", "H", "H", "H"],
  "xyz": [[1.03, 0.55, -0.67], [0.96, -0.95, -1.10], [-0.94, 0.03, 1.43], [-1.76, -0.90, 2.01], [1.81, 1.05, 0.81], [0.40, 1.54, -1.86], [1.63, -1.57, -0.45], [-0.03, -1.25, -0.77], [1.29, -1.09, -2.16], [0.04, -0.37, 1.22], [-1.35, 1.03, 0.93], [-2.71, -0.55, 2.25], [-1.35, -1.90, 2.39], [1.27, 2.32, 0.70], [0.69, 0.67, -2.85], [-0.97, 1.40, -1.87]]
}

=====

In order of appearance, ΔE to the lowest compared entry with this formula, charge and spin = 88.51; 2.64; 29.16; 141.80; 39.34; 61.27 kcal per mole.
In order of appearance, HOMO energy = -8.884; -8.562; -8.389; -6.459; -8.981; -8.395 eV.